# 1
29
Properties=species:S:1:pos:R:3:forces:R:3 method="wB97M-V/def2-TZVPD" charge=+1 e_tot_ha=-533.55314 gap_ev="7.40 / 6.81"
C -2.398028 0.166032 0.288077 -2.820 0.665 -1.706
C -1.149296 -0.194567 0.523987 2.471 -0.318 0.198
C -2.316519 1.500153 -0.405766 1.572 1.846 1.804
C 1.123827 0.540348 0.333412 1.061 -0.539 -0.113
C -3.785323 -0.429545 0.297927 1.295 -2.628 0.938
C 3.615236 1.219122 0.548817 -1.794 0.125 -1.550
C 0.353458 -3.062948 -0.329792 0.192 -1.320 3.079
C 2.139164 1.609275 -0.076160 -0.254 0.899 1.210
N -0.819231 1.646927 -0.816884 -1.594 -0.076 -1.516
N 1.345484 -0.775422 -0.339253 0.992 0.569 0.543
N -0.272570 0.760872 0.095752 -0.138 -0.988 1.537
N 0.475626 -1.681294 0.158581 -0.667 -0.271 0.912
H -3.156295 1.705099 -1.073209 0.719 -0.175 -0.613
H -2.306591 2.334273 0.325113 -0.719 -0.333 -0.034
H 1.348173 0.341103 1.409050 -0.808 0.108 -0.501
H -4.070591 -0.712556 -0.727642 0.587 -0.670 0.105
H -4.554295 0.319546 0.400002 -0.126 0.331 1.244
H -3.791039 -1.373374 1.039883 -0.603 2.340 -1.779
H 4.015151 2.090208 1.020987 0.267 0.417 0.339
H 4.276875 0.926951 -0.247864 0.278 0.114 -0.470
H 3.655257 0.363151 1.225568 -0.642 0.204 0.162
H 0.011406 -3.180412 -1.319420 -0.093 0.293 -1.249
H 1.317785 -3.645276 -0.106536 -1.307 0.864 -0.608
H -0.463213 -3.515621 0.350925 1.325 0.636 -1.117
H 2.065574 1.736379 -1.213395 0.559 0.180 1.679
H 1.748173 2.589510 0.500560 0.950 -2.065 -1.721
H -0.708322 1.237767 -1.748637 -0.012 0.209 -0.195
H 1.685437 -0.841911 -1.284965 -0.548 -0.036 -0.272
H 0.614680 -1.673789 1.170869 -0.141 -0.379 -0.306

# 2
30
Properties=species:S:1:pos:R:3:forces:R:3 method="wB97M-V/def2-TZVPD" charge=+1 e_tot_ha=-931.85419 gap_ev=8.38
C -0.984832 2.172444 1.190829 -0.605 0.685 0.429
C -1.633212 1.311698 2.396395 1.177 -0.162 -0.509
C -1.185836 -0.257153 2.320517 -0.304 0.466 -1.180
C -2.328222 -0.988326 1.457911 0.281 0.984 -0.266
C 0.237128 -0.259153 1.617710 2.705 -0.325 -0.778
N 1.501881 0.164295 2.174085 -2.165 -1.944 -4.404
N 2.370690 -0.009996 1.160139 0.443 0.176 -0.191
N 1.848585 -0.482509 0.011654 -1.753 0.884 3.442
C 2.515879 -0.747258 -1.293626 1.711 -0.418 -1.391
C 1.586641 -1.428707 -2.391450 0.196 0.234 0.178
C 0.397806 -0.514824 -2.931770 -0.591 -0.295 0.025
S 0.991255 0.892789 -4.022388 -0.143 0.120 0.637
N 0.541774 -0.649513 0.294440 -2.623 0.495 3.054
H -1.067478 1.645563 0.182141 0.210 0.581 1.303
H 0.090289 2.489531 1.420264 -1.460 -0.668 -0.437
H -1.580040 3.146626 1.072863 0.850 -1.433 0.239
H -1.237331 1.698225 3.383484 -0.866 -0.161 -1.169
H -2.758831 1.361689 2.283775 1.379 -0.090 0.570
H -1.111330 -0.741022 3.341183 0.252 0.703 -1.227
H -3.279382 -1.093926 2.088456 1.599 -0.118 -0.825
H -2.616553 -0.243023 0.630592 0.417 -1.282 0.910
H -1.989851 -1.970230 1.005428 -0.621 0.987 0.672
H 3.390930 -1.453529 -1.066991 -1.337 1.029 -0.179
H 2.983697 0.219805 -1.695212 -0.975 -1.201 0.777
H 2.243848 -1.674521 -3.299430 -0.720 0.434 1.488
H 1.253317 -2.441103 -1.980259 0.067 1.359 -0.603
H -0.246720 -0.036661 -2.131465 0.727 -0.731 -0.882
H -0.273673 -1.171984 -3.588064 0.928 1.021 1.000
H 0.587930 2.057840 -3.371708 0.179 -1.349 -0.165
H -0.248360 -0.997069 -0.259503 1.043 0.021 -0.517